Computed, not measured: a cluster of 2 separate species, C3H10OS in total in a non-equilibrium geometry, with ωB97M-V/def2-TZVPD.

Structure (XYZ):
```
15
Properties=species:S:1:pos:R:3:forces:R:3:nbo_charge:R:1
C 0.075 -1.480 -2.193 0.9 -0.7 0.2 -0.242
O 0.163 -2.838 -1.782 1.3 -0.4 -0.7 -0.740
H 1.102 -1.073 -2.331 -0.6 -0.2 0.5 0.175
H -0.459 -0.940 -1.422 -0.2 0.6 -0.4 0.164
H -0.337 -1.479 -3.192 -0.7 0.5 -0.1 0.174
H -0.455 -3.097 -1.118 -0.7 0.2 0.5 0.470
C -0.364 0.947 2.245 -1.2 -0.9 -1.7 -0.616
C -0.236 0.994 0.688 2.2 0.3 0.2 -0.527
S 0.377 2.669 0.317 -0.9 0.5 -1.0 -0.049
H -0.662 1.924 2.596 -0.2 0.0 0.3 0.222
H -1.110 0.186 2.486 0.2 0.0 0.5 0.210
H 0.616 0.698 2.633 0.0 -0.1 0.2 0.213
H -0.919 0.686 -0.109 -0.9 0.4 1.0 0.230
H 0.636 0.391 0.412 -0.2 -0.2 0.1 0.212
H 1.573 2.413 0.769 1.0 0.0 0.3 0.107
```
Forces are in eV/Å.

Properties
- E_LUMO: 0.7 eV
- HOMO: -9.004 eV
- SMILES: CCS.CO
- Energy above the lowest of the compared OMol25 structures with the same formula, charge and spin: 30.3 kcal/mol
- Orbital gap: 0.358 Ha
- Energy: -593.66877 hartree